{"formula": "C15H25B2BrCaCl3F3LiMgN3O23PS2", "method": "ωB97M-V with the def2-TZVPD basis set", "elements": ["F", "B", "O", "C", "C", "Br", "O", "H", "H", "H", "H", "Mg", "C", "O", "P", "O", "O", "C", "O", "C", "H", "H", "H", "H", "H", "H", "H", "H", "H", "C", "Cl", "Cl", "Cl", "H", "C", "C", "C", "O", "H", "H", "H", "H", "H", "H", "H", "Ca", "B", "O", "C", "O", "C", "O", "O", "O", "C", "O", "C", "O", "O", "N", "S", "O", "O", "F", "S", "O", "O", "F", "C", "O", "N", "N", "H", "H", "H", "H", "Li", "C", "O", "O", "O"], "positions_angstrom": [[-3.9208, -5.4764, 3.3270], [-5.0464, -4.5347, 3.2562], [-5.8626, -4.8740, 4.4338], [-6.8762, -5.7113, 3.8202], [-7.2028, -4.7840, 2.5760], [-7.9252, -3.1284, 3.3790], [-5.8629, -4.7007, 2.0311], [-4.4903, -3.4657, 3.3517], [-7.6762, -5.9260, 4.5623], [-6.3676, -6.6285, 3.4212], [-7.8280, -5.2202, 1.7699], [-3.6421, -2.3784, 2.0788], [0.8498, 0.0809, -1.6017], [0.7619, 0.7547, -0.3486], [-0.7091, 1.5426, 0.0437], [-1.6168, 0.4871, -0.5589], [-0.4193, 2.7473, -1.0497], [0.8516, 3.4177, -1.0936], [-2.0945, 2.4436, 0.6358], [-1.8896, 3.2286, 1.7742], [1.9099, -0.0473, -1.8351], [0.3924, -0.9045, -1.5253], [0.3827, 0.6532, -2.4042], [1.4244, 3.0449, -1.9408], [1.4227, 3.2720, -0.1855], [0.6786, 4.4886, -1.2367], [-1.0979, 3.9648, 1.5883], [-1.6134, 2.6027, 2.6287], [-2.8334, 3.7520, 2.0022], [-10.2615, -7.1009, 6.0973], [-9.3165, -7.4075, 4.6336], [-9.5669, -7.9598, 7.4761], [-10.3517, -5.3668, 6.4233], [-11.2681, -7.4710, 5.9370], [3.3166, -1.6089, 1.2900], [2.8770, -2.6786, 0.2594], [3.4246, -4.0553, 0.7002], [3.4242, -2.3693, -0.9121], [4.4036, -1.5414, 1.3743], [2.9344, -0.6226, 1.0206], [2.9221, -1.8571, 2.2819], [1.7760, -2.7444, 0.3412], [4.5151, -4.0630, 0.7661], [3.1212, -4.8405, 0.0047], [3.0324, -4.3199, 1.6888], [-2.0258, 5.3838, 1.7791], [1.8537, 1.8127, 5.2349], [1.2662, 0.5554, 5.7177], [2.1398, 0.0021, 6.5639], [1.9673, -1.0346, 7.1381], [3.3345, 0.8762, 6.6687], [4.3034, 0.6743, 7.3433], [3.1649, 1.9443, 5.8846], [1.9855, 1.8061, 3.7604], [1.2840, 2.8174, 3.3006], [1.1614, 3.1049, 2.1336], [0.6571, 3.5423, 4.4279], [-0.0542, 4.5173, 4.3312], [0.9803, 2.9650, 5.5607], [2.5344, 1.7995, -4.6656], [2.8334, 3.2958, -5.0456], [1.8235, 4.0001, -5.7983], [4.2034, 3.6483, -5.3334], [2.6513, 3.9612, -3.6048], [2.5662, 0.8447, -5.9191], [1.9874, -0.4484, -5.6615], [3.7644, 0.8361, -6.7187], [1.4896, 1.4863, -6.9034], [4.3669, 6.9082, -7.6375], [5.1536, 7.7896, -7.9747], [4.7337, 5.8318, -6.9017], [3.0462, 6.9375, -7.9768], [4.0992, 5.1038, -6.6181], [5.6962, 5.7687, -6.6287], [2.7308, 7.7171, -8.5220], [2.3872, 6.2276, -7.7106], [-4.9072, -5.4011, 0.3873], [4.4841, -1.9770, -8.2345], [3.3275, -1.6770, -8.4950], [4.8737, -2.4675, -7.1533], [5.4549, -1.8463, -9.0115]], "forces_ev_per_a": [[-0.59, 0.41, -1.43], [1.85, -1.47, 2.61], [-0.71, -0.55, -1.65], [0.66, 1.41, 0.30], [0.65, -2.20, 0.40], [-0.02, -0.26, -1.01], [-0.90, 0.54, 0.04], [-0.59, 0.18, 0.43], [0.95, 0.54, -1.01], [-0.76, 0.33, 0.34], [-0.08, 0.70, 0.69], [0.42, 0.39, -0.78], [-0.38, -0.58, -0.66], [0.46, 1.88, 3.36], [-1.19, -3.33, -8.27], [0.33, 0.96, 1.69], [-0.14, 0.47, 1.81], [0.38, 0.04, -0.37], [1.02, 0.85, 2.30], [0.03, -3.64, -0.56], [0.03, 0.12, 0.38], [-0.06, 0.09, -0.07], [-0.07, -0.01, 0.09], [-0.07, 0.00, 0.07], [0.07, -0.07, 0.07], [-0.13, -0.12, -0.06], [1.82, -2.42, -0.08], [0.05, 0.39, 0.25], [-0.82, -1.59, 0.25], [0.02, 0.06, 0.10], [-0.75, -0.59, 0.16], [-0.07, 0.02, -0.10], [-0.01, -0.11, -0.06], [0.10, 0.03, 0.01], [0.15, 0.48, 0.72], [0.64, -0.40, 0.29], [0.12, -0.48, 0.57], [-0.56, 0.26, -0.38], [-0.05, -0.15, -0.21], [-0.04, -0.14, -0.16], [-0.09, -0.11, -0.07], [-0.15, 0.21, -0.52], [-0.06, 0.19, -0.12], [-0.03, 0.19, -0.09], [-0.06, 0.07, -0.01], [-0.40, 6.45, 0.37], [0.66, -0.92, 0.77], [0.34, 0.59, -0.14], [-1.55, -1.58, 0.12], [0.16, 0.31, -0.09], [1.93, 1.00, 0.40], [-0.33, -0.05, -0.12], [-0.65, -0.17, -0.22], [-0.68, 0.93, -0.10], [1.39, -1.64, -1.33], [-0.64, 0.27, -0.31], [-0.59, 0.67, 2.17], [-0.66, 0.39, -0.70], [-0.19, 0.41, -1.00], [-0.05, 0.26, -0.46], [0.56, 2.57, 0.47], [0.44, -0.74, 0.00], [-0.74, -0.98, 0.00], [-0.10, -0.60, 0.19], [-0.24, -2.69, -1.89], [0.40, 1.09, 0.83], [-0.35, 0.62, 0.84], [0.03, 0.27, 0.15], [0.50, -0.09, 0.14], [-0.23, -0.01, -0.02], [-0.03, 0.27, -0.23], [-0.47, 0.20, -0.22], [0.21, 0.03, 0.06], [-0.04, -0.06, 0.02], [0.05, -0.03, 0.01], [0.11, -0.06, 0.08], [-0.10, 0.63, 0.97], [-0.36, 0.34, 0.05], [0.10, -0.18, -0.06], [0.08, -0.08, 0.04], [0.12, -0.05, -0.02]], "lowdin_charge": [-0.021, -1.085, -0.074, -0.258, -0.602, 0.723, -0.236, -0.062, 0.018, 0.133, 0.112, 0.644, -0.110, -0.323, 0.741, -0.285, -0.260, -0.101, -0.249, -0.373, 0.098, 0.087, 0.088, 0.071, 0.061, 0.082, -0.048, 0.128, 0.003, -1.516, 0.588, 0.531, 0.534, 0.012, -0.046, -0.620, -0.068, -0.049, 0.080, 0.063, 0.078, 0.121, 0.076, 0.069, 0.072, 1.334, -0.868, 0.234, -0.392, 0.170, -0.392, 0.169, 0.238, 0.279, -0.391, 0.109, -0.404, 0.078, 0.272, -0.294, 0.512, -0.301, -0.301, -0.201, 0.488, -0.294, -0.287, -0.195, -0.694, -0.015, 0.164, 0.145, 0.043, 0.106, 0.092, 0.088, 0.705, -0.906, 0.263, 0.321, 0.296], "mol_weight_g_mol": 1046.7, "e_lumo_ev": -2.9, "homo_lumo_gap_ev": 1.54, "total_charge": -1, "homo_energy_ev": -4.400}